## A
The molecule C5H7NO. Source: OMol25; level of theory: ωB97M-V with the def2-TZVPD basis set.

Its structure (SMILES) is Cc1cocc1N. The value obtained for the gap between HOMO and LUMO is 9.016 eV. The calculation puts the lowest unoccupied orbital energy at 0.973 eV.

Structure (ORCA input):
```
! wB97M-V def2-TZVPD RIJCOSX def2/J DEFGRID3
* xyz 0 1
C -1.713 0.133 0.675
C -0.481 -0.376 -0.005
C -0.325 -1.521 -0.715
O 0.942 -1.659 -1.162
C 1.629 -0.559 -0.736
C 0.812 0.259 -0.023
N 1.118 1.464 0.632
H -1.605 0.108 1.767
H -2.586 -0.468 0.396
H -1.932 1.171 0.392
H -1.009 -2.314 -0.980
H 2.675 -0.516 -1.002
H 0.378 2.147 0.515
H 1.985 1.867 0.296
*
```

Which charges does Löwdin predict for the atoms? In e, they are: C -0.048; C -0.226; C -0.091; O -0.010; C -0.078; C -0.294; N 0.091; H 0.084; H 0.078; H 0.075; H 0.130; H 0.122; H 0.081; H 0.086

***

## B
The molecule C5H7NO. Source: OMol25; level of theory: ωB97M-V with the def2-TZVPD basis set.

The value obtained for the gap between HOMO and LUMO (alpha / beta) is 6.443 / 5.649 eV. The calculation puts the lowest unoccupied orbital energy (alpha / beta) at -0.590 / -1.085 eV.

Structure (ORCA input):
```
! wB97M-V def2-TZVPD RIJCOSX def2/J DEFGRID3
* xyz 0 1
C 1.317 1.060 -1.003
C 0.567 -0.025 -0.278
C -0.893 -0.151 -0.433
C -1.674 -0.357 0.799
O -1.106 -0.501 1.931
C 1.199 -0.989 0.499
N 1.584 -1.802 1.260
H 2.393 0.948 -0.838
H 1.045 2.074 -0.670
H 1.154 1.022 -2.092
H -0.116 -0.398 1.814
H -1.347 0.664 -1.014
H -1.235 -1.067 -0.975
H -2.742 -0.570 0.811
*
```

Which charges does Löwdin predict for the atoms? In e, they are: C -0.097; C -0.355; C -0.172; C -0.073; O 0.143; C -0.324; N 0.101; H 0.076; H 0.069; H 0.071; H 0.113; H 0.144; H 0.162; H 0.143

***

## C
The molecule C5H7NO. Source: OMol25; level of theory: ωB97M-V with the def2-TZVPD basis set.

Its structure (SMILES) is Cc1cocc1N. The value obtained for the gap between HOMO and LUMO is 9.235 eV. The calculation puts the lowest unoccupied orbital energy at 0.894 eV.

Structure (ORCA input):
```
! wB97M-V def2-TZVPD RIJCOSX def2/J DEFGRID3
* xyz 0 1
C 1.820 -1.255 -0.015
C 0.381 -0.623 -0.001
C -0.795 -1.273 -0.024
O -1.819 -0.395 -0.007
C -1.291 0.828 0.049
C 0.057 0.808 -0.081
N 1.092 1.766 -0.079
H 2.353 -1.000 -1.025
H 2.342 -0.718 0.779
H 1.806 -2.344 0.284
H -1.058 -2.304 0.156
H -1.981 1.678 0.099
H 1.648 1.841 0.944
H 0.762 2.730 -0.198
*
```

Which charges does Löwdin predict for the atoms? In e, they are: C -0.044; C -0.210; C -0.105; O 0.000; C -0.108; C -0.308; N 0.039; H 0.107; H 0.047; H 0.082; H 0.128; H 0.132; H 0.169; H 0.070

***

Most favorable first, least favorable last: A, C, B

***

## A
The molecule C5H7NO. Source: OMol25; level of theory: ωB97M-V with the def2-TZVPD basis set.

Its structure (SMILES) is CC[C@@]1(C#N)CO1. The value obtained for the gap between HOMO and LUMO is 11.700 eV. The calculation puts the lowest unoccupied orbital energy at 0.758 eV.

Structure (ORCA input):
```
! wB97M-V def2-TZVPD RIJCOSX def2/J DEFGRID3
* xyz 0 1
C -1.676 0.419 0.347
C -0.630 -0.670 0.200
C 0.671 -0.184 -0.357
C 0.636 0.523 -1.608
N 0.556 1.099 -2.604
C 1.783 -0.023 0.535
O 1.946 -1.111 -0.320
H -1.330 1.206 1.020
H -2.607 0.018 0.755
H -1.921 0.884 -0.611
H -0.419 -1.152 1.160
H -0.994 -1.453 -0.459
H 2.472 0.798 0.420
H 1.561 -0.274 1.571
*
```

Which charges does Löwdin predict for the atoms? In e, they are: C -0.082; C -0.186; C -0.359; C -0.137; N 0.185; C -0.167; O 0.010; H 0.083; H 0.079; H 0.077; H 0.122; H 0.124; H 0.125; H 0.124

***

## B
The molecule C5H7NO. Source: OMol25; level of theory: ωB97M-V with the def2-TZVPD basis set.

Its structure (SMILES) is OCC#C[C@H]1CN1. The value obtained for the gap between HOMO and LUMO is 9.935 eV. The calculation puts the lowest unoccupied orbital energy at 0.840 eV.

Structure (ORCA input):
```
! wB97M-V def2-TZVPD RIJCOSX def2/J DEFGRID3
* xyz 0 1
O 1.482 -1.299 0.650
C 2.141 -0.377 -0.234
C 1.198 0.700 -0.594
C 0.092 1.171 -0.454
C -1.260 1.103 0.066
C -2.109 -0.009 -0.441
N -1.381 -0.167 0.805
H 1.539 -0.963 1.555
H 3.053 0.004 0.233
H 2.424 -0.961 -1.114
H -1.702 1.983 0.526
H -1.776 -0.522 -1.339
H -3.189 0.043 -0.326
H -0.512 -0.706 0.667
*
```

Which charges does Löwdin predict for the atoms? In e, they are: O -0.082; C -0.247; C 0.002; C 0.012; C -0.308; C -0.142; N 0.029; H 0.100; H 0.115; H 0.116; H 0.128; H 0.111; H 0.099; H 0.067

***

## C
A structure of composition C5H7NO. Source: OMol25; level of theory: ωB97M-V with the def2-TZVPD basis set.

The value obtained for the gap between HOMO and LUMO is 7.793 eV. The calculation puts the lowest unoccupied orbital energy at 0.319 eV.

Structure (ORCA input):
```
! wB97M-V def2-TZVPD RIJCOSX def2/J DEFGRID3
* xyz 0 1
O -2.972 -0.380 0.364
C -2.233 0.569 0.253
N -0.895 0.457 -0.054
C -0.288 -0.778 -0.208
C 1.119 -0.834 -0.562
C 1.909 0.316 -0.327
C 2.511 1.345 -0.099
H -2.558 1.616 0.375
H -0.280 1.263 -0.050
H -0.939 -1.565 -0.579
H -0.414 -1.307 1.241
H 0.507 -1.288 0.745
H 1.445 -1.629 -1.221
H 3.087 2.216 0.122
*
```

Which charges does Löwdin predict for the atoms? In e, they are: O 0.048; C -0.317; N 0.053; C -0.285; C -0.220; C -0.216; C 0.084; H 0.138; H 0.134; H 0.145; H 0.169; H 0.152; H 0.101; H 0.014

***

Most favorable first, least favorable last: A, B, C

***

## A
The molecule C7H11N. Source: OMol25; level of theory: ωB97M-V with the def2-TZVPD basis set.

Its structure (SMILES) is C[C@H]1C=C[C@@H](N)C=C1. The value obtained for the gap between HOMO and LUMO is 9.907 eV. The calculation puts the lowest unoccupied orbital energy at 1.035 eV.

Structure (ORCA input):
```
! wB97M-V def2-TZVPD RIJCOSX def2/J DEFGRID3
* xyz 0 1
C -0.289 2.271 1.014
C -0.895 0.913 0.655
C -0.332 -0.217 1.388
C 0.067 -1.343 0.764
C 0.299 -1.362 -0.700
N 1.761 -1.402 -0.865
C -0.203 -0.112 -1.365
C -0.711 0.918 -0.838
H -0.674 3.035 0.317
H 0.871 2.209 1.031
H -0.458 2.640 2.105
H -1.957 0.982 0.762
H -0.521 -0.205 2.506
H 0.059 -2.442 1.253
H -0.006 -2.350 -1.112
H 2.046 -1.488 -1.933
H 2.241 -0.598 -0.475
H -0.281 -0.083 -2.514
H -1.272 1.712 -1.387
*
```

Which charges does Löwdin predict for the atoms? In e, they are: C -0.099; C -0.402; C -0.077; C -0.072; C -0.415; N -0.002; C -0.100; C -0.127; H 0.067; H 0.109; H 0.096; H 0.137; H 0.130; H 0.155; H 0.144; H 0.124; H 0.064; H 0.134; H 0.134

***

## B
The molecule C7H11N. Source: OMol25; level of theory: ωB97M-V with the def2-TZVPD basis set.

The value obtained for the gap between HOMO and LUMO is 5.617 eV. The calculation puts the lowest unoccupied orbital energy at -1.792 eV.

Structure (ORCA input):
```
! wB97M-V def2-TZVPD RIJCOSX def2/J DEFGRID3
* xyz 0 1
C 0.427 2.025 0.892
C -0.820 1.039 0.868
C -0.400 -0.098 -0.042
C -0.258 -1.637 0.804
N 0.247 -1.930 2.132
C 0.784 -0.943 -0.100
C -0.010 0.213 -1.336
C 0.045 -0.601 -2.566
H 1.361 1.640 1.366
H 0.199 3.069 1.071
H 0.575 1.818 -0.173
H -1.045 0.762 1.914
H -1.693 1.541 0.355
H -1.075 -2.240 0.416
H -0.048 -1.200 2.770
H 1.709 -0.821 0.366
H 0.943 -0.489 -3.176
H -0.856 -0.436 -3.289
H -0.086 -1.711 -2.271
*
```

Which charges does Löwdin predict for the atoms? In e, they are: C -0.069; C -0.168; C -0.374; C -0.219; N -0.012; C -0.008; C 0.055; C -0.111; H 0.090; H 0.066; H 0.033; H 0.101; H 0.132; H 0.117; H -0.014; H 0.087; H 0.077; H 0.113; H 0.105

***

Most favorable first, least favorable last: A, B

***

## A
A cluster of 2 separate species, CH5NO2S in total. Source: OMol25; level of theory: ωB97M-V with the def2-TZVPD basis set.

The value obtained for the gap between HOMO and LUMO (alpha / beta) is 9.988 / 5.736 eV. The calculation puts the lowest unoccupied orbital energy (alpha / beta) at -0.383 / -2.247 eV.

Structure (ORCA input):
```
! wB97M-V def2-TZVPD RIJCOSX def2/J DEFGRID3
* xyz 0 1
C 0.804 1.406 -0.805
N -2.370 -0.607 -0.685
O -3.343 0.926 0.985
O -0.367 0.751 -1.044
S -2.437 -0.187 0.854
H 0.856 2.511 -0.652
H 1.295 0.861 0.131
H 1.680 1.220 -1.504
H -3.214 -0.596 -1.257
H -1.632 -0.333 -1.241
*
```

Which charges does Löwdin predict for the atoms? In e, they are: C -0.213; N -0.304; O -0.532; O -0.125; S 0.830; H 0.081; H 0.141; H 0.098; H 0.072; H -0.048

***

## B
A cluster of 2 separate species, CH5NO2S in total. Source: OMol25; level of theory: ωB97M-V with the def2-TZVPD basis set.

Its structure (SMILES) is CSN=O.O. The value obtained for the gap between HOMO and LUMO is 8.897 eV. The calculation puts the lowest unoccupied orbital energy at -0.166 eV.

Structure (ORCA input):
```
! wB97M-V def2-TZVPD RIJCOSX def2/J DEFGRID3
* xyz 0 1
C 0.961 1.372 -0.510
S 1.589 -0.261 -0.076
N 3.208 0.162 -0.124
O 4.115 -0.629 -0.051
H 1.775 2.015 -0.201
H 1.037 1.390 -1.628
H -0.097 1.307 -0.306
O -1.152 -1.760 -0.054
H -0.373 -1.667 -0.615
H -1.511 -2.638 0.019
*
```

Which charges does Löwdin predict for the atoms? In e, they are: C -0.350; S 0.902; N -0.457; O -0.096; H 0.030; H 0.046; H 0.035; O -0.094; H -0.044; H 0.028

***

Most favorable first, least favorable last: B, A